# C8H23FN6O6S2

A 4-piece molecular cluster, C8H23FN6O6S2 overall (ωB97M-V/def2-TZVPD, OMol25).

For the HOMO energy, the calculation gives -8.609 eV. The calculation puts the LUMO energy at 0.5 eV. The frontier orbital gap comes out at 9.06 eV. As for the total energy: -1994.93742 Eh.

```
! RIJCOSX wB97M-V def2-TZVPD def2/J DEFGRID3
* xyz 0 1
C 2.97 0.08 1.51
C 1.64 0.03 2.23
F 1.47 -1.20 2.84
O 1.64 1.03 3.23
S 0.22 1.41 3.97
O -0.36 0.21 4.50
O -0.56 1.73 2.56
C -1.95 1.36 2.53
C -2.14 0.02 1.85
C -3.59 -0.41 1.77
S -4.23 -1.04 3.35
H 3.57 -0.78 1.81
H 3.51 0.98 1.77
H 2.85 0.05 0.43
H 0.81 0.17 1.55
H -2.44 2.12 1.92
H -2.41 1.39 3.51
H -1.77 0.12 0.82
H -1.52 -0.73 2.35
H -3.67 -1.24 1.07
H -4.22 0.39 1.37
H -4.85 0.05 3.81
C -3.58 -1.46 -1.96
O -3.41 -0.33 -1.54
N -2.58 -2.23 -2.45
N -4.82 -2.05 -1.94
H -2.71 -3.16 -2.80
H -1.65 -1.83 -2.49
H -5.59 -1.51 -1.58
H -5.00 -2.98 -2.28
C 0.35 -2.66 -4.92
O 0.06 -2.48 -3.75
N 0.61 -1.63 -5.78
N 0.45 -3.91 -5.46
H 0.85 -1.76 -6.74
H 0.55 -0.70 -5.41
H 0.27 -4.69 -4.85
H 0.69 -4.09 -6.41
C 5.18 3.46 1.13
O 5.44 2.28 0.97
N 4.06 4.05 0.59
N 5.98 4.29 1.87
H 3.83 5.01 0.72
H 3.46 3.46 0.05
H 6.80 3.89 2.28
H 5.78 5.27 2.02
*
```

=====

# C8H23MnN3OS

C8H23MnN3OS as an isolated structure at a distorted geometry (ωB97M-V/def2-TZVPD, OMol25).

For the HOMO energy (spin up / spin down), the calculation gives -16.376 / -16.085 eV. The calculation puts the LUMO energy (spin up / spin down) at -7.1 / -6.7 eV. The frontier orbital gap (spin up / spin down) comes out at 9.31 / 9.42 eV. As for the total energy: -2106.71397 Eh.

```
! RIJCOSX wB97M-V def2-TZVPD def2/J DEFGRID3
* xyz 2 2
Mn -0.21 -0.42 0.12
N -1.75 -1.06 1.63
C -1.06 -1.26 2.93
C 0.37 -1.71 2.71
N 1.12 -0.72 1.90
C 1.40 0.57 2.57
C 0.45 1.69 2.12
N 0.29 1.68 0.65
H -2.17 -1.94 1.34
H -2.53 -0.42 1.75
H -1.07 -0.31 3.47
H -1.58 -1.99 3.55
H 0.85 -1.88 3.68
H 0.38 -2.65 2.16
H 2.01 -1.14 1.66
H 1.32 0.47 3.66
H 2.42 0.86 2.34
H -0.54 1.57 2.56
H 0.86 2.64 2.47
H -0.42 2.36 0.40
H 1.15 2.02 0.21
C 3.12 -2.11 -2.66
C 1.79 -2.46 -3.31
S 0.61 -3.03 -2.05
O 0.32 -1.77 -1.22
C -0.87 -3.27 -3.10
C -1.74 -4.39 -2.56
H 3.78 -1.64 -3.39
H 3.62 -3.00 -2.27
H 2.98 -1.40 -1.84
H 1.89 -3.29 -4.01
H 1.34 -1.60 -3.81
H -0.51 -3.48 -4.11
H -1.38 -2.30 -3.10
H -1.16 -5.31 -2.44
H -2.54 -4.60 -3.27
H -2.20 -4.14 -1.61
*
```

=====

# C8H23N3Si

A 2-piece molecular cluster, C8H23N3Si overall at a distorted geometry (ωB97M-V/def2-TZVPD, OMol25).

For the HOMO energy (spin up / spin down), the calculation gives -8.218 / -5.764 eV. The calculation puts the LUMO energy (spin up / spin down) at 0.3 / -0.1 eV. The frontier orbital gap (spin up / spin down) comes out at 8.55 / 5.65 eV. As for the total energy: -772.20074 Eh.

```
! RIJCOSX wB97M-V def2-TZVPD def2/J DEFGRID3
* xyz 0 1
C 3.81 -1.69 0.42
C 1.81 2.34 -0.35
C -0.35 -2.26 -0.93
C -3.71 1.12 1.36
C -3.65 1.04 -1.05
C -0.86 -0.91 1.78
C 3.16 -0.23 0.48
C 2.31 1.20 -1.25
N -1.46 -1.38 -1.10
N -3.16 0.44 0.16
N 2.19 -0.11 -0.58
Si -1.54 -0.19 0.08
H 4.39 -1.84 1.25
H 2.98 -2.29 0.32
H 4.33 -1.74 -0.56
H 1.00 2.02 0.22
H 2.57 2.79 0.27
H 1.36 3.28 -0.92
H 0.65 -1.89 -0.92
H -0.52 -2.76 -0.03
H -0.43 -3.11 -1.60
H -3.16 2.10 1.32
H -4.78 1.13 1.28
H -3.34 0.47 2.11
H -4.68 0.77 -1.10
H -3.59 2.08 -0.93
H -3.13 0.73 -1.98
H 0.03 -1.34 1.52
H -0.67 -0.06 2.41
H -1.43 -1.53 2.30
H 2.62 -0.12 1.43
H 4.11 0.47 0.51
H 1.64 1.28 -2.22
H 3.28 1.42 -1.62
H -1.76 -1.23 -2.08
*
```

=====

# C8H23NO5Rb

C8H23NO5Rb as an isolated structure at a distorted geometry (ωB97M-V/def2-TZVPD, OMol25).

For the HOMO energy, the calculation gives -11.398 eV. The calculation puts the LUMO energy at -4.3 eV. The frontier orbital gap comes out at 7.06 eV. As for the total energy: -773.33043 Eh.

```
! RIJCOSX wB97M-V def2-TZVPD def2/J DEFGRID3
* xyz 1 1
Rb -28.60 -25.76 -32.71
C -22.12 -28.04 -29.00
C -22.85 -26.69 -28.93
O -24.23 -26.77 -28.73
O -21.76 -28.53 -27.68
H -21.24 -28.07 -29.63
H -22.76 -28.72 -29.56
H -22.77 -26.25 -29.92
H -22.36 -25.99 -28.25
H -24.30 -27.25 -27.90
H -22.52 -28.32 -27.12
C -35.18 -27.99 -29.78
C -36.46 -27.36 -29.20
O -37.02 -26.39 -30.10
O -34.08 -27.08 -29.97
H -35.36 -28.66 -30.62
H -34.74 -28.59 -28.99
H -36.36 -26.90 -28.22
H -37.14 -28.21 -29.20
H -36.31 -25.77 -30.30
H -33.59 -27.03 -29.15
C -34.13 -21.08 -28.82
C -33.31 -20.85 -30.09
C -31.74 -20.80 -29.88
O -30.87 -20.90 -31.01
C -31.20 -19.87 -31.95
N -33.72 -21.71 -31.15
H -34.19 -22.08 -28.41
H -35.16 -20.70 -28.90
H -33.75 -20.57 -27.93
H -33.62 -19.82 -30.26
H -31.52 -21.66 -29.24
H -31.54 -19.93 -29.25
H -30.57 -19.92 -32.84
H -30.89 -18.95 -31.45
H -32.23 -19.84 -32.30
H -33.22 -21.53 -32.01
H -33.36 -22.63 -30.93
*
```